C3H2ClF3O | ωB97M-V/def2-TZVPD

Last column: Löwdin charge in e.
Atoms and positions in Å:
C (-0.22, -1.20, 1.96)  -0.03
C (-0.31, 0.98, -0.90)  -0.56
C (0.64, -0.14, -0.60)  -0.41
O (0.03, -2.27, 2.34)  0.07
F (-1.63, 0.65, -0.96)  -0.04
F (0.65, -1.20, -1.38)  0.13
F (1.85, 0.11, -0.12)  0.11
Cl (0.01, 1.68, -2.66)  0.51
H (-0.84, -0.44, 2.35)  0.05
H (-0.18, 1.83, -0.04)  0.18

As for the LUMO energy (alpha / beta): -0.802 / -0.121 eV. The value obtained for the HOMO energy (alpha / beta) is -8.626 / -9.008 eV. The frontier orbital gap (alpha / beta) comes out at 7.82 / 8.89 eV.



C3H2ClF4NO | ωB97M-V/def2-TZVPD

Last column: Löwdin charge in e.
Atoms and positions in Å:
C (0.75, -0.02, -0.73)  -0.53
C (0.56, 1.39, -0.81)  -0.20
C (-1.91, -0.84, 0.80)  -0.75
N (1.61, -0.37, 0.28)  0.20
O (0.22, -0.80, -1.50)  0.00
F (0.88, 2.24, 0.16)  0.14
F (-0.44, 1.88, -1.59)  0.12
F (-0.83, -1.32, 1.42)  0.01
F (-1.89, 0.50, 1.04)  0.03
Cl (-2.17, -1.63, -0.65)  0.83
H (1.78, 0.24, 1.00)  0.07
H (1.44, -1.28, 0.57)  0.08

As for the LUMO energy (alpha / beta): -0.318 / -1.035 eV. The value obtained for the HOMO energy (alpha / beta) is -9.256 / -9.029 eV. The frontier orbital gap (alpha / beta) comes out at 8.94 / 7.99 eV.



How do the records compare in relative energy (zero: lowest compared OMol25 entry of this formula, charge and spin)? In the order shown, they have 382.3 328.4 kJ/mol.